The following is a DFT calculation (ωB97M-V/def2-TZVPD) of a 2-piece molecular cluster, C9H14O overall in a non-equilibrium geometry.

Output
multiplicity: 1
E_tot: -426.554620 a.u.
orbital gap: 9.228 eV

Geometry as XYZ:
```
24
Properties=species:S:1:pos:R:3:forces:R:3
C 1.372943 3.138193 -0.810188 0.81 0.65 -1.22
C 1.547848 1.618265 -0.828230 0.56 1.13 0.76
H 2.318545 3.668035 -0.649125 0.06 -0.31 0.58
H 1.168173 3.537457 -1.804604 -0.69 -0.20 -0.14
H 0.640369 3.540422 -0.127232 -0.22 -0.16 0.29
H 0.610324 1.114726 -0.662543 -0.17 -0.36 -0.24
H 2.219832 1.399190 -0.005659 -0.03 -0.48 0.31
H 2.081839 1.303410 -1.716867 -0.28 -0.21 -0.31
C 0.952597 -2.186740 1.929582 -0.88 -0.19 0.13
C -0.895172 -1.062855 -1.173314 -0.16 -0.68 0.35
C 0.004703 -1.715356 -0.343727 -0.38 0.47 0.26
C -1.944985 -0.349506 -0.610563 -0.20 0.16 -0.52
C -0.149695 -1.646244 1.040913 1.01 -0.02 -0.28
C -2.214810 -0.401383 0.748375 0.71 -0.20 -0.42
C -1.256890 -1.005628 1.559323 -1.24 -0.65 0.49
O -2.787667 0.397632 -1.383630 -0.37 0.05 -0.63
H -0.915637 -1.278268 -2.230597 0.33 0.43 -0.30
H 0.844729 -2.247856 -0.758148 0.09 -0.18 -0.13
H -2.562142 0.367207 -2.333882 0.05 -0.17 0.82
H -3.179841 -0.043547 1.069348 0.11 0.27 0.38
H 0.630277 -2.178540 2.973380 0.15 0.15 -0.02
H 1.823789 -1.554009 1.808577 0.32 -0.07 0.14
H -1.500227 -1.188259 2.608303 0.25 0.48 -0.10
H 1.191095 -3.226346 1.700508 0.17 0.09 -0.18
```
Forces are in eV/Å.



The following is a DFT calculation (ωB97M-V/def2-TZVPD) of one molecule with the formula C5H10ClN3 in a non-equilibrium geometry.

Output
multiplicity: 1
E_tot: -820.805241 a.u.
orbital gap: 8.578 eV

Geometry as XYZ:
```
19
Properties=species:S:1:pos:R:3:forces:R:3
C -0.298787 1.788586 0.190609 1.32 1.45 -0.09
C -2.715212 -0.038526 -0.632647 -0.21 0.97 -0.58
C 1.166626 -1.434862 -1.095636 -0.34 1.18 0.98
C 0.658398 -0.658789 1.387190 3.40 0.57 -1.16
C 1.076618 -0.238799 -0.087530 1.00 -1.47 1.55
N -1.706617 2.032953 0.010584 -1.80 1.11 -0.14
N -2.413171 1.045460 -0.169411 0.73 -0.56 -0.01
N 0.053844 0.607241 -0.525436 -0.72 2.01 -0.87
Cl -3.624513 -1.278649 0.004576 -0.16 -0.43 0.52
H 0.239561 2.875818 0.051277 -1.03 -2.70 -0.46
H -0.103588 1.592368 1.207586 0.12 0.14 1.38
H 0.171591 0.864381 -1.469765 0.06 -0.01 -1.40
H 2.135408 -1.731724 -1.385780 1.49 0.11 -0.20
H 0.778905 -2.302452 -0.619018 -0.83 -0.75 0.15
H 0.631033 -1.198853 -2.003474 -0.36 -0.05 -0.16
H -0.118384 -0.009398 1.688658 -0.79 -0.04 0.78
H 1.582861 -0.519533 2.007541 -1.03 0.00 -0.09
H 0.441762 -1.685233 1.425302 -0.78 -1.28 0.13
H 2.043666 0.290019 0.015374 -0.06 -0.24 -0.32
```
Forces are in eV/Å.



The following is a DFT calculation (ωB97M-V/def2-TZVPD) of C24H31HfN3O3P as an isolated structure in a non-equilibrium geometry.

Output
multiplicity: 1
E_tot: -1711.524212 a.u.
charge: +3
orbital gap: 6.629 eV

Geometry as XYZ:
```
63
Properties=species:S:1:pos:R:3:forces:R:3
Hf -0.323987 0.360969 0.417059 -0.77 -0.72 0.84
C -1.729033 1.123711 -5.207460 -0.72 1.56 -0.19
C -1.463972 2.466171 -4.807721 -0.05 -0.85 0.73
C -1.204727 2.696899 -3.455368 0.14 -0.85 -0.06
C -1.025497 1.663521 -2.553097 -1.04 -2.19 -0.18
C -1.216278 0.311928 -2.987102 0.47 2.44 -0.67
C -1.626712 0.061309 -4.288894 0.69 0.85 0.21
N -0.999852 1.847134 -1.107785 0.36 0.61 -1.84
N -1.348871 2.989324 -0.750078 0.07 0.00 0.95
C -1.334819 3.169259 0.657243 -0.30 0.40 -2.12
C -1.799387 4.379318 1.084487 -0.09 1.42 -0.85
C -1.887017 4.646031 2.420928 -1.24 -0.11 1.48
C -1.534055 3.655811 3.309297 1.11 -0.48 1.76
C -0.952123 2.467547 2.824683 -0.29 0.25 0.50
C -0.893043 2.150660 1.477972 0.51 -0.52 0.63
H -2.178677 1.054579 -6.210627 0.60 -0.66 0.47
H -1.523683 3.372354 -5.439375 -0.17 -1.04 0.04
H -1.221170 3.656790 -3.042482 0.21 1.54 0.19
H -0.903879 -0.486568 -2.369286 0.00 -1.07 0.76
H -1.776768 -0.969109 -4.518828 -0.27 -0.39 -0.71
H -2.068700 5.197235 0.413985 0.00 -0.60 -0.26
H -2.411714 5.532056 2.767119 0.49 0.12 -0.02
H -1.551094 3.775953 4.442119 -0.22 0.07 -1.76
H -0.539974 1.803894 3.547432 0.07 -0.55 0.54
N -2.401311 -0.638767 -0.080647 1.74 0.89 3.03
C -1.995580 -1.528305 1.033639 0.16 0.16 -0.31
C -2.032725 -1.119397 2.426257 -0.97 1.36 -2.36
C -1.591204 -1.929588 3.429511 0.03 -1.43 -0.20
C -1.118901 -3.216982 3.081796 0.59 1.13 0.86
C -0.974524 -3.535626 1.748282 -0.11 0.05 -0.94
C -1.410150 -2.741011 0.656317 -0.28 0.58 3.20
H -3.202959 -0.057062 0.076100 -0.68 0.15 -0.03
H -2.368176 -1.047496 -0.972069 -0.49 -0.87 -1.37
H -2.595558 -0.216828 2.688997 0.33 -0.09 -0.18
H -1.735935 -1.590133 4.443363 0.16 -0.20 0.21
H -0.763853 -3.887061 3.880148 -0.31 0.19 -0.61
H -0.516350 -4.459517 1.510449 0.23 -0.95 -0.19
H -1.476314 -3.118209 -0.324946 0.28 -0.35 -1.08
C 2.117862 -3.960192 -1.549312 -0.57 -0.50 -1.89
C 2.808565 -3.228789 -0.509146 2.50 2.17 -1.08
O 1.991597 -2.103157 -0.040007 -0.20 1.29 0.62
P 2.564565 -0.652672 0.377318 -1.30 -1.03 -0.22
O 1.414979 -0.361746 1.622321 -0.23 0.09 -1.77
C 2.037467 -0.841767 2.888871 -0.33 0.86 -0.89
C 2.140015 0.341799 3.773210 2.99 -0.48 0.39
O 1.521399 0.371404 -0.605651 -0.14 -0.58 -0.11
C 2.325611 0.864318 -1.769368 -0.51 1.09 -1.04
C 2.422881 -0.099759 -2.908156 -0.70 -1.38 0.67
H 2.735484 -4.791940 -1.939139 -0.35 0.28 0.47
H 2.002529 -3.282260 -2.387822 -0.29 -0.01 -0.41
H 1.129325 -4.312182 -1.263865 0.05 -0.24 0.15
H 3.760611 -2.750271 -0.918319 -0.99 -0.82 0.47
H 3.083877 -3.837153 0.284010 0.30 -0.85 1.91
H 2.976453 -1.278165 2.486818 -0.23 -0.06 1.23
H 1.332928 -1.536683 3.273396 -0.09 -1.12 0.28
H 2.596162 1.198751 3.285795 0.23 -0.01 -0.25
H 2.881473 0.017730 4.548977 -0.96 0.60 -0.03
H 1.217986 0.674451 4.148370 -1.21 0.02 0.85
H 3.260899 0.968142 -1.271587 1.04 0.79 -0.20
H 1.911996 1.835736 -2.142040 0.22 -0.75 0.91
H 2.987761 -0.991847 -2.616240 -0.35 -0.18 0.10
H 3.045340 0.294333 -3.676150 0.25 0.80 -0.74
H 1.430801 -0.378873 -3.313702 0.63 0.17 0.10
```
Forces are in eV/Å.



The following is a DFT calculation (ωB97M-V/def2-TZVPD) of an isolated ion of composition C27H32N5O2S4 and charge -1 in a non-equilibrium geometry.

Output
multiplicity: 1
E_tot: -3064.912021 a.u.
charge: -1
orbital gap: 5.580 eV

Geometry as XYZ:
```
70
Properties=species:S:1:pos:R:3:forces:R:3
C 0.613836 -3.495419 2.870136 0.48 0.80 0.15
C 1.594753 -2.294494 2.476095 -0.28 -1.39 0.96
N 2.180802 -2.611689 1.154574 -0.06 1.43 0.19
C 1.875632 -1.570442 0.123444 -0.60 -0.76 -0.45
C 0.307074 -1.615534 -0.123662 0.17 -0.04 -0.78
C -0.158664 -0.920649 -1.463442 -0.22 0.06 -0.66
C -1.262434 0.201625 -1.260253 1.21 -0.34 0.97
S -2.881185 -0.207512 -2.092631 -0.64 1.09 1.03
C -4.119124 -0.141700 -0.724399 1.73 -0.33 -0.05
S -3.783661 -1.004900 0.631488 -0.54 0.78 -0.70
N -5.276547 0.713977 -0.973094 -0.91 -0.88 1.08
C -5.366760 1.835374 -0.032851 0.22 2.95 2.07
C -5.779688 1.584379 1.367958 0.41 0.99 -0.66
C -5.916924 2.626622 2.379217 0.72 0.22 -2.78
C -5.661286 4.010847 1.964181 0.30 -1.71 -1.47
C -5.248504 4.285690 0.576040 -0.48 -1.57 0.36
C -5.095979 3.229378 -0.443737 -0.72 -1.13 2.36
C -6.551945 0.020719 -0.927243 -3.25 -0.66 -0.32
C -6.777873 -1.414365 -0.774154 -1.47 0.82 -0.09
C -8.142978 -1.992539 -0.700955 0.23 2.31 -0.18
C -9.329217 -1.140532 -0.781797 2.39 0.95 -0.21
C -9.126512 0.302937 -0.983312 1.98 -1.34 0.19
C -7.770408 0.872337 -1.055085 -1.15 -1.98 0.11
N 2.524378 -1.964555 -1.153946 0.32 0.09 0.94
C 3.988978 -1.997966 -1.036900 0.91 0.17 -1.02
C 4.715463 -0.809618 -1.800551 0.41 -0.12 0.49
C 6.283568 -0.990688 -1.517280 -1.15 -0.30 -1.36
S 6.902196 0.073320 -0.156428 1.26 0.69 0.05
C 7.812661 1.467698 -0.890683 -1.07 -0.84 -0.88
S 7.533025 1.899305 -2.464716 0.50 -0.16 1.04
N 8.787904 2.154499 -0.087194 0.24 0.05 -0.86
C 8.809314 2.494134 1.270970 2.65 0.87 0.20
C 10.095362 3.136838 1.463095 -2.52 -1.35 -1.30
N 10.788750 3.198807 0.233910 -2.36 -1.24 -0.10
C 9.975809 2.609254 -0.686692 1.42 1.27 2.53
C 2.429495 -0.136964 0.484215 -0.14 4.38 -1.42
O 3.189315 0.119030 1.438481 -0.35 -1.97 0.14
O 2.082609 0.845728 -0.330414 -0.15 -3.21 1.10
H 0.551938 -3.543315 3.992303 -0.40 0.01 -1.06
H 1.009288 -4.491264 2.522287 -0.26 1.01 0.27
H -0.371715 -3.298125 2.374552 0.66 -0.42 0.66
H 1.033358 -1.322398 2.508231 0.55 -0.89 -0.23
H 2.374777 -2.221679 3.292730 -0.56 0.01 -1.10
H 1.790004 -3.487750 0.804861 0.03 0.34 0.20
H -0.268634 -1.235265 0.760994 0.63 -0.19 -0.78
H 0.039763 -2.716303 -0.210617 0.31 1.08 0.17
H 0.696173 -0.448051 -2.026595 -0.70 -0.57 1.05
H -0.548346 -1.732792 -2.147873 0.18 0.90 0.67
H -1.397393 0.315192 -0.144549 -0.33 -0.05 -1.31
H -0.849030 1.186154 -1.624952 -0.83 -1.04 0.10
H -5.980069 0.509082 1.622934 0.20 1.32 -0.15
H -6.202063 2.313001 3.411185 0.26 0.59 -1.02
H -5.782236 4.830798 2.710217 0.20 -0.70 -0.88
H -5.068506 5.338945 0.244554 -0.17 -1.09 0.49
H -4.803398 3.467020 -1.499447 -0.28 -0.28 1.25
H -5.915933 -2.109838 -0.681821 -0.83 0.68 -0.13
H -8.236807 -3.095460 -0.549658 0.09 1.16 -0.19
H -10.368131 -1.531450 -0.698804 1.08 0.19 -0.09
H -10.034993 0.955067 -1.080712 1.20 -0.58 0.12
H -7.720960 1.976598 -1.209032 0.31 -1.16 0.21
H 2.152960 -2.856293 -1.488129 0.18 0.29 0.32
H 4.380572 -1.986479 0.015299 -0.71 -0.10 -0.70
H 4.364562 -2.948815 -1.525123 -0.30 0.84 0.55
H 4.505956 -0.847897 -2.903981 0.25 -0.09 0.99
H 4.381607 0.196903 -1.435490 0.08 -1.00 -0.21
H 6.844344 -0.865135 -2.479429 -0.17 0.27 1.12
H 6.429108 -2.068181 -1.206768 0.18 1.26 0.11
H 7.988204 2.284061 1.987518 0.75 0.09 -0.93
H 10.464878 3.519716 2.436605 -0.15 -0.24 -1.13
H 10.299490 2.541021 -1.743679 -0.90 -0.27 0.97
```
Forces are in eV/Å.



The following is a DFT calculation (ωB97M-V/def2-TZVPD) of C42H62BrN5O2RuSSb2Si2 as an isolated structure.

Output
multiplicity: 6
E_tot: -6188.641114 a.u.
charge: -1
orbital gap (spin up / spin down): 6.210 / 6.502 eV

Geometry as XYZ:
```
118
Properties=species:S:1:pos:R:3:forces:R:3
Ru 0.208766 0.288638 0.063118 -0.43 -0.07 -0.52
C -3.974534 -1.098626 1.548557 0.03 0.06 0.09
Sb -1.908726 -1.525527 1.986255 -0.35 -0.33 0.10
C -2.188559 -3.637245 1.705588 0.08 0.06 -0.08
C -2.280505 -1.714519 4.160014 0.08 0.11 -0.16
C -1.229691 -2.490763 4.888097 0.01 0.03 0.07
C -1.468027 -3.836993 5.182620 -0.03 0.03 -0.02
C -0.564912 -4.611464 5.892499 0.01 0.05 0.00
C 0.607169 -4.032241 6.358341 -0.02 0.04 -0.04
C 0.865612 -2.702216 6.068508 -0.03 0.04 -0.05
C -0.009213 -1.917619 5.308551 -0.02 0.10 -0.01
C 0.383436 -0.512397 4.959979 -0.10 -0.19 -0.15
Sb 1.403551 -0.343036 2.984161 0.28 -0.01 0.19
C 2.680222 -2.039762 3.312568 -0.19 -0.03 0.06
C 2.873918 1.066174 3.707788 -0.05 0.03 -0.02
H -4.608228 -1.910233 1.916385 0.06 0.04 -0.03
H -4.070365 -1.008600 0.467145 -0.07 0.01 -0.07
H -4.273141 -0.158183 2.013387 0.00 -0.13 -0.06
H -3.107323 -3.930505 2.219810 0.06 0.00 -0.03
H -1.337606 -4.183406 2.110603 -0.02 -0.01 -0.05
H -2.277720 -3.843232 0.637292 0.02 -0.01 0.03
H -3.248746 -2.215710 4.235229 0.05 0.03 0.03
H -2.388717 -0.696943 4.546639 0.01 -0.08 0.02
H -2.401253 -4.279433 4.847285 0.04 0.02 0.01
H -0.783341 -5.652423 6.096246 -0.01 0.00 0.00
H 1.315725 -4.611113 6.938971 -0.01 0.02 -0.01
H 1.773918 -2.241680 6.443570 0.00 -0.02 -0.03
H 1.116797 -0.123585 5.669755 -0.06 -0.04 0.00
H -0.469915 0.166174 4.931378 0.08 -0.03 0.04
H 2.868627 -2.164099 4.379160 0.03 -0.02 -0.05
H 3.609432 -1.860941 2.776814 0.00 0.00 -0.03
H 2.196299 -2.930743 2.910253 0.08 0.03 0.02
H 3.093013 0.867498 4.760103 0.02 -0.01 -0.08
H 2.501854 2.083554 3.585112 0.03 -0.04 0.01
H 3.785570 0.958885 3.113889 -0.09 -0.01 0.02
C -1.759300 4.552098 1.369941 0.07 0.15 -0.15
Si -2.097328 2.708356 1.474776 -0.01 0.11 0.21
C -3.946708 2.459018 1.805635 -0.13 -0.03 -0.08
C -1.207078 2.106459 2.999264 -0.01 -0.06 0.08
N -1.511362 1.886529 0.061779 0.16 -0.39 0.03
C -1.795185 2.366681 -1.144878 -0.14 0.15 -0.09
C -2.927347 3.217912 -1.386800 0.08 -0.06 0.00
C -3.135329 3.856147 -2.575072 0.06 0.01 -0.05
C -2.198297 3.707777 -3.627856 -0.08 -0.02 0.07
C -1.144349 2.855265 -3.483966 0.00 -0.06 0.12
C -0.925634 2.068179 -2.293737 -0.12 -0.04 -0.13
N 0.000750 1.129690 -2.198207 0.00 -0.05 0.22
Si 1.008252 0.678909 -3.550655 0.12 -0.18 -0.21
C 1.922027 -0.916280 -3.244526 0.04 -0.02 0.06
C 0.023115 0.360617 -5.140995 -0.12 0.00 -0.02
C 2.302730 1.994653 -3.897923 0.03 0.22 0.03
H -2.387785 5.107459 2.074618 0.06 -0.04 -0.01
H -1.950452 4.940397 0.364983 0.01 0.01 0.12
H -0.709033 4.751270 1.605744 -0.07 -0.04 -0.03
H -4.465011 3.422592 1.868590 0.03 -0.08 0.00
H -4.097696 1.935394 2.755813 -0.02 0.07 -0.06
H -4.426891 1.867808 1.019500 0.03 0.06 0.09
H -1.603828 2.606755 3.891644 0.01 -0.02 -0.10
H -0.136461 2.313561 2.928363 -0.02 -0.02 -0.01
H -1.353248 1.031228 3.123259 0.04 0.05 0.06
H -3.642109 3.355407 -0.582392 0.05 -0.01 -0.06
H -4.004655 4.491067 -2.703441 0.03 -0.01 -0.01
H -2.322662 4.265213 -4.549029 0.00 -0.01 0.02
H -0.439035 2.754834 -4.298474 -0.03 0.02 0.04
H 1.394296 -1.517419 -2.504743 0.09 0.05 -0.09
H 2.934125 -0.748260 -2.871378 -0.07 -0.03 0.03
H 1.982522 -1.500044 -4.170009 -0.02 0.07 0.06
H -0.072590 -0.716402 -5.311280 0.02 0.07 0.01
H 0.543312 0.790588 -6.005949 -0.03 -0.06 0.07
H -0.981004 0.783378 -5.118491 -0.04 -0.03 -0.03
H 2.956367 2.107365 -3.025778 -0.06 -0.01 -0.07
H 1.868658 2.976610 -4.112912 0.05 -0.08 0.02
H 2.919081 1.697425 -4.754776 -0.04 0.01 0.08
Br 1.749610 2.404818 0.427595 0.24 0.41 0.12
S 2.925422 -1.149022 -0.048039 0.25 -0.10 0.16
C 4.334887 -0.278828 0.139557 0.01 -0.04 -0.07
N 5.443411 -0.749067 0.786428 0.19 0.11 0.00
C 6.574152 0.167712 0.651717 -0.14 -0.15 0.02
C 5.865365 1.465872 0.248117 -0.21 -0.05 -0.05
N 4.604632 0.966749 -0.295400 0.02 0.23 0.01
H 5.568829 -1.744640 0.836774 -0.05 -0.05 0.07
H 7.276233 -0.164415 -0.118038 -0.02 -0.01 -0.05
H 7.110240 0.269461 1.593891 0.04 -0.01 0.00
H 6.419452 2.025089 -0.503303 0.02 0.03 0.01
H 5.687567 2.114492 1.110280 -0.02 -0.02 0.02
H 3.805434 1.592501 -0.399464 -0.03 -0.03 -0.01
C -6.902440 -1.453255 -1.574322 0.05 0.00 0.03
C -5.480189 -1.467472 -2.077792 0.01 -0.09 0.07
C -4.936094 -0.316349 -2.629263 0.03 0.08 -0.04
C -3.638760 -0.315833 -3.123333 0.01 -0.03 0.01
C -2.872521 -1.464987 -3.075229 0.14 0.03 0.08
C -3.385871 -2.610231 -2.475064 0.18 -0.12 -0.16
N -2.654401 -3.820868 -2.399398 0.10 0.31 0.39
C -1.291250 -4.050737 -2.711391 0.11 -0.06 -0.13
C -1.064851 -4.967357 -3.746455 0.02 0.10 -0.07
C 0.204310 -5.389135 -4.099138 -0.03 -0.03 -0.01
C 1.300593 -4.920511 -3.393362 0.00 0.01 0.00
C 1.092645 -4.045875 -2.341939 0.03 -0.08 -0.02
C -0.175220 -3.586148 -1.985193 -0.36 -0.15 -0.09
C -0.169645 -2.629143 -0.807688 0.09 0.22 0.00
O 0.652520 -2.862305 0.088263 -0.26 0.05 0.13
O -0.918636 -1.597761 -0.874308 0.17 0.10 0.01
C -4.695156 -2.622819 -1.977537 -0.09 -0.03 0.09
C -5.234638 -3.881957 -1.344497 0.01 0.10 0.01
H -7.377716 -0.501018 -1.811650 0.01 -0.03 0.01
H -6.944495 -1.587766 -0.488742 -0.01 0.01 -0.05
H -7.496036 -2.251901 -2.027424 0.00 0.03 0.03
H -5.530756 0.590220 -2.675035 0.02 -0.04 -0.01
H -3.228253 0.588205 -3.552329 0.06 0.07 -0.03
H -1.866982 -1.474266 -3.477994 -0.01 0.01 0.09
H -3.219894 -4.602408 -2.681994 -0.03 -0.13 0.03
H -1.925843 -5.342520 -4.290078 0.01 0.02 -0.03
H 0.332861 -6.075986 -4.927572 -0.02 -0.02 0.03
H 2.303175 -5.241089 -3.650062 -0.03 0.02 0.01
H 1.927638 -3.692712 -1.747505 -0.06 -0.03 -0.03
H -4.452044 -4.386609 -0.773928 -0.03 0.00 -0.02
H -5.609011 -4.586516 -2.098570 0.02 -0.01 0.05
H -6.059363 -3.666644 -0.665292 0.03 -0.02 -0.05
```
Forces are in eV/Å.